Here is a molecular structure, C4H14N2 from the OMol25 dataset. Energies are from ωB97M-V with the def2-TZVPD basis set.

Structure (ORCA input):
```
! wB97M-V def2-TZVPD RIJCOSX def2/J DEFGRID3
* xyz 0 1
C -1.277 -0.761 0.362
C -1.429 -2.258 0.355
N -0.478 -0.096 1.155
N -2.359 -0.067 -0.123
H 0.050 -0.612 -1.649
H 0.087 -0.699 1.742
H 0.266 0.933 0.489
H -2.804 -0.438 -0.946
H -2.278 0.937 -0.091
H -1.622 -2.608 -0.659
H -2.275 -2.574 0.969
H -0.532 -2.751 0.724
C 2.530 1.231 -0.001
C 1.102 1.703 -0.251
H 3.293 1.937 -0.338
H 2.705 0.279 -0.508
H 2.702 1.057 1.062
H 0.984 2.060 -1.276
H 0.953 2.640 0.297
H 0.381 0.088 -1.313
*
```

Its gap between HOMO and LUMO is 8.96 eV. As for the highest occupied orbital energy: -8.05 eV. Its molar mass is 90.17 g mol⁻¹.

Here are the natural (NBO) charges for atoms 1 to 6, given in e: number 1, C, carries 0.499; number 2, C, carries -0.685; number 3, N, carries -0.745; number 4, N, carries -0.801; number 5, H, carries -0.066; number 6, H, carries 0.362



Here is 2 unconnected molecules or ions with the total composition C4H14N2 from the OMol25 dataset. Energies are from ωB97M-V with the def2-TZVPD basis set.

Structure (ORCA input):
```
! wB97M-V def2-TZVPD RIJCOSX def2/J DEFGRID3
* xyz 0 1
C 2.356 -1.807 -1.049
N 2.981 -0.665 -0.490
C 3.233 -0.965 0.964
H 1.692 -1.465 -1.860
H 1.750 -2.344 -0.300
H 3.095 -2.509 -1.472
H 3.914 -0.632 -0.920
H 3.658 -1.968 1.134
H 2.216 -0.937 1.391
H 3.856 -0.224 1.493
C -3.277 2.227 -0.557
N -3.378 1.513 0.692
C -2.506 0.358 0.584
H -2.214 2.448 -0.750
H -3.828 3.180 -0.490
H -3.677 1.649 -1.407
H -2.902 2.069 1.414
H -2.520 -0.212 1.529
H -1.456 0.530 0.293
H -2.993 -0.248 -0.199
*
```

The SMILES is CNC.CNC. Its gap between HOMO and LUMO is 10.06 eV. As for the highest occupied orbital energy: -9.10 eV. Its molar mass is 90.17 g mol⁻¹.

Here are the natural (NBO) charges for atoms 1 to 6, given in e: number 1, C, carries -0.419; number 2, N, carries -0.612; number 3, C, carries -0.427; number 4, H, carries 0.195; number 5, H, carries 0.189; number 6, H, carries 0.173



Here is 2 unconnected molecules or ions with the total composition C4H14N2 from the OMol25 dataset. Energies are from ωB97M-V with the def2-TZVPD basis set.

Structure (ORCA input):
```
! wB97M-V def2-TZVPD RIJCOSX def2/J DEFGRID3
* xyz 0 1
C 0.939 0.875 3.622
C -0.453 0.697 4.148
N -0.856 -0.722 4.190
H 1.002 0.589 2.558
H 1.627 0.234 4.200
H 1.266 1.923 3.724
H -0.435 1.216 5.126
H -1.188 1.218 3.505
H -0.455 -1.302 4.936
H -1.875 -0.790 4.294
C 0.937 5.084 0.539
C 1.554 3.752 1.094
N 2.399 3.158 0.020
H 0.430 4.990 -0.436
H 1.752 5.822 0.442
H 0.210 5.458 1.279
H 2.116 4.040 2.003
H 0.748 3.058 1.401
H 2.928 2.461 0.555
H 1.947 2.645 -0.746
*
```

The SMILES is CCN.CCN. Its gap between HOMO and LUMO is 10.28 eV. As for the highest occupied orbital energy: -9.28 eV. Its molar mass is 90.17 g mol⁻¹.

Here are the natural (NBO) charges for atoms 1 to 6, given in e: number 1, C, carries -0.611; number 2, C, carries -0.215; number 3, N, carries -0.850; number 4, H, carries 0.206; number 5, H, carries 0.202; number 6, H, carries 0.206



Here is 2 unconnected molecules or ions with the total composition C4H14N2 from the OMol25 dataset. Energies are from ωB97M-V with the def2-TZVPD basis set.

Structure (ORCA input):
```
! wB97M-V def2-TZVPD RIJCOSX def2/J DEFGRID3
* xyz 0 1
C -2.687 -2.069 0.239
C -2.577 -0.558 -0.131
N -1.757 -0.381 -1.374
H -1.603 -2.360 0.352
H -3.133 -2.346 1.146
H -3.039 -2.778 -0.598
H -3.523 -0.042 -0.277
H -1.935 0.012 0.656
H -1.721 -1.229 -1.967
H -2.192 0.379 -1.865
C 1.509 0.465 0.283
C 2.561 1.615 -0.081
N 3.571 1.872 0.969
H 1.465 0.083 1.341
H 0.620 1.006 0.255
H 1.633 -0.506 -0.299
H 3.163 1.427 -0.975
H 1.847 2.438 -0.397
H 3.320 1.614 1.930
H 4.480 1.359 0.795
*
```

The SMILES is CCN.CCN. Its gap between HOMO and LUMO is 9.87 eV. As for the highest occupied orbital energy: -8.76 eV. Its molar mass is 90.17 g mol⁻¹.

Here are the natural (NBO) charges for atoms 1 to 6, given in e: number 1, C, carries -0.630; number 2, C, carries -0.214; number 3, N, carries -0.852; number 4, H, carries 0.207; number 5, H, carries 0.217; number 6, H, carries 0.203



Listing ΔE to the lowest compared entry with this formula, charge and spin for the structures above in their given order: 248.68, 122.35, 43.83, 147.55 kJ/mol.
Listing E for the structures above in their given order: -270.200848, -270.248963, -270.278871, -270.239367 Ha.
Listing LUMO level for the structures above in their given order: 0.909, 0.962, 1.003, 1.104 eV.